Entry 1:
# C6H6O

C6H6O in the gas phase (ωB97M-V with the def2-TZVPD basis set, the OMol25 dataset).

Output
Max |F| in eV Å⁻¹: 0.6
Energy in eV: -8362.324
SMILES: C#CC(C#C)CO
E_HOMO in eV: -10.11
Relative energy (zero: lowest compared OMol25 entry of this formula, charge and spin) in eV: 4.182

ORCA input file:
```
! wB97M-V def2-TZVPD RIJCOSX def2/J DEFGRID3
* xyz 0 1
O -1.7621 0.7879 0.8324
C -1.0488 -0.4148 0.7658
C -0.0218 -0.5203 -0.4391
C 0.0243 0.7827 -1.1114
C -0.1146 1.9106 -1.5067
C 1.3060 -0.9572 0.0258
C 2.3796 -1.3187 0.4332
H -1.1254 1.5160 0.8680
H -0.4961 -0.6041 1.6942
H -1.8070 -1.1900 0.6416
H -0.3892 -1.2715 -1.1509
H -0.2829 2.9086 -1.8423
H 3.3380 -1.6291 0.7896
*
```

These are the Mulliken partial charges, in e, on atoms 1 to 2:
1. O -0.5204
2. C -0.6058



Entry 2:
# C6H6O

C6H6O in the gas phase (ωB97M-V with the def2-TZVPD basis set, the OMol25 dataset).

Output
Max |F| in eV Å⁻¹: 0.6
Energy in eV: -8362.483
SMILES: C#CC[C@H](O)C#C
E_HOMO in eV: -10.01
Relative energy (zero: lowest compared OMol25 entry of this formula, charge and spin) in eV: 4.023

ORCA input file:
```
! wB97M-V def2-TZVPD RIJCOSX def2/J DEFGRID3
* xyz 0 1
O 1.4608 -1.2746 -0.1354
C 0.9462 -0.1078 0.4748
C 0.8158 1.0429 -0.5614
C -0.4503 0.8425 -1.2629
C -1.5579 0.4516 -1.5280
C -0.3059 -0.4342 1.1831
C -1.2419 -0.8605 1.8084
H 0.7267 -1.7045 -0.5964
H 1.6742 0.1784 1.2382
H 1.6842 0.9858 -1.2282
H 0.8385 2.0267 -0.0764
H -2.5451 0.0972 -1.7127
H -2.0453 -1.2434 2.3970
*
```

These are the Mulliken partial charges, in e, on atoms 1 to 2:
1. O -0.5296
2. C -0.0347



Entry 3:
# C6H6O

C6H6O in the gas phase (ωB97M-V with the def2-TZVPD basis set, the OMol25 dataset).

Output
Max |F| in eV Å⁻¹: 0.4
Energy in eV: -8360.767
E_HOMO (alpha / beta) in eV: -6.38 / -6.40
Relative energy (zero: lowest compared OMol25 entry of this formula, charge and spin) in eV: 5.740

ORCA input file:
```
! wB97M-V def2-TZVPD RIJCOSX def2/J DEFGRID3
* xyz 0 1
C 2.6896 -0.4610 0.3752
C 1.4266 -0.7603 0.7408
C 0.2621 -0.1879 0.1005
C -0.0437 0.9923 -0.5392
C -1.5070 1.0516 -0.7812
O -1.9983 -0.2342 -0.3273
C -0.9697 -0.8741 0.1396
H 3.4249 -0.9469 1.0505
H 0.6407 1.7984 -0.7751
H -2.0206 1.8135 -0.1812
H -1.8379 1.1427 -1.8194
H -1.1389 -1.8931 0.4754
H 1.0722 -1.4410 1.5413
*
```

These are the Mulliken partial charges, in e, on atoms 1 to 2:
1. C -0.8118
2. C -0.4503



Entry 4:
# C6H6O

C6H6O in the gas phase (ωB97M-V with the def2-TZVPD basis set, the OMol25 dataset).

Output
Max |F| in eV Å⁻¹: 0.4
Energy in eV: -8362.269
SMILES: OC=C=CC1=CC1
E_HOMO in eV: -8.80
Relative energy (zero: lowest compared OMol25 entry of this formula, charge and spin) in eV: 4.237

ORCA input file:
```
! wB97M-V def2-TZVPD RIJCOSX def2/J DEFGRID3
* xyz 0 1
O 2.8386 0.4459 1.3736
C 1.6821 1.1443 1.1758
C -0.7561 -0.3747 -1.7761
C -1.1259 -0.3946 -0.3263
C -1.9225 -1.0487 -1.1132
C 0.4771 0.6360 1.1395
C -0.6970 0.0642 0.9791
H 2.6181 -0.4953 1.4105
H 1.8700 2.2075 1.0607
H 0.0933 -0.9676 -2.1303
H -0.9134 0.5417 -2.3533
H -2.7930 -1.6685 -1.2617
H -1.3712 -0.0902 1.8219
*
```

These are the Mulliken partial charges, in e, on atoms 1 to 2:
1. O -0.4858
2. C 0.0146



Entry 5:
# C6H6O

C6H6O in the gas phase (ωB97M-V with the def2-TZVPD basis set, the OMol25 dataset).

Output
Max |F| in eV Å⁻¹: 1.2
Energy in eV: -8362.243
SMILES: C#CC[C@H](O)C#C
E_HOMO in eV: -10.27
Relative energy (zero: lowest compared OMol25 entry of this formula, charge and spin) in eV: 4.263

ORCA input file:
```
! wB97M-V def2-TZVPD RIJCOSX def2/J DEFGRID3
* xyz 0 1
O -0.4670 -0.0917 1.5962
C 0.3006 -0.7735 0.6190
C -0.6128 -0.9645 -0.6263
C -1.3789 0.2750 -0.6474
C -1.7331 1.4202 -0.5239
C 1.5510 -0.0441 0.3077
C 2.5493 0.5930 0.0968
H -0.8188 0.7025 1.1530
H 0.5717 -1.7709 0.9993
H -1.2339 -1.8571 -0.4893
H -0.0912 -1.0478 -1.5898
H -2.0801 2.3794 -0.8217
H 3.4303 1.1725 -0.0815
*
```

These are the Mulliken partial charges, in e, on atoms 1 to 2:
1. O -0.4820
2. C -0.0790



Entry 6:
# C6H6O

C6H6O in the gas phase (ωB97M-V with the def2-TZVPD basis set, the OMol25 dataset).

Output
Max |F| in eV Å⁻¹: 5.6
Energy in eV: -8357.779
E_HOMO (alpha / beta) in eV: -8.39 / -8.39
Relative energy (zero: lowest compared OMol25 entry of this formula, charge and spin) in eV: 8.727

ORCA input file:
```
! wB97M-V def2-TZVPD RIJCOSX def2/J DEFGRID3
* xyz 0 1
C -1.3887 1.1872 1.2911
C -1.3639 0.2478 0.4503
C -0.3297 -0.9625 0.3471
C 0.8872 -1.1081 -0.4781
C -1.6587 -1.0056 -0.4021
C 1.6819 1.1167 -0.1657
O 1.6191 -0.1791 -0.7731
H -0.4054 -1.3774 1.3709
H -2.3925 -1.7011 -0.0745
H -1.6660 -0.7650 -1.5166
H 1.6146 1.1012 0.8266
H 0.7554 1.8072 -0.3873
H 2.6467 1.6388 -0.4887
*
```

These are the Mulliken partial charges, in e, on atoms 1 to 2:
1. C -0.5151
2. C 0.1797



Entry 7:
# C6H6O2

C6H6O2 in the gas phase (ωB97M-V with the def2-TZVPD basis set, the OMol25 dataset).

Output
Max |F| in eV Å⁻¹: 4.0
Energy in eV: -10411.935
SMILES: C=C1CCC(=O)C1=O
E_HOMO in eV: -9.39
Relative energy (zero: lowest compared OMol25 entry of this formula, charge and spin) in eV: 1.475

ORCA input file:
```
! wB97M-V def2-TZVPD RIJCOSX def2/J DEFGRID3
* xyz 0 1
C -0.5036 -0.9487 1.9624
C -0.1681 -0.3483 0.7628
C -0.5910 -0.6618 -0.5863
C -0.0892 0.4310 -1.5927
C 0.7735 1.3458 -0.7225
C 0.8420 0.7573 0.6919
H -1.2806 -1.6496 1.9108
H 0.0136 -0.6087 2.8835
H -1.6201 -1.0081 -0.5743
H -0.0189 -1.6495 -0.8485
H 0.2259 -0.0182 -2.5595
H -0.9004 1.1045 -2.0039
O 1.6076 2.2366 -0.8430
O 1.7094 1.0178 1.5192
*
```

These are the Mulliken partial charges, in e, on atoms 1 to 2:
1. C -1.0386
2. C 0.4677



Entry 8:
# C6H6O2

C6H6O2 in the gas phase (ωB97M-V with the def2-TZVPD basis set, the OMol25 dataset).

Output
Max |F| in eV Å⁻¹: 5.8
Energy in eV: -10410.167
SMILES: Cc1coccc1=O
E_HOMO in eV: -9.58
Relative energy (zero: lowest compared OMol25 entry of this formula, charge and spin) in eV: 3.243

ORCA input file:
```
! wB97M-V def2-TZVPD RIJCOSX def2/J DEFGRID3
* xyz 0 1
C 1.9037 -0.7775 0.0651
C 0.3643 -0.4528 -0.2388
C -0.6523 -1.3522 -0.2823
C -2.0791 0.7270 -0.0542
C -1.0376 1.4717 0.1073
C 0.3080 0.9847 -0.3250
H 2.8583 -0.5834 -0.7390
H 1.9814 -0.2858 1.1454
H 2.1817 -1.7395 0.5355
H -0.8029 -2.5446 -0.1699
H -3.0168 1.0110 0.1445
H -1.1932 2.4857 0.2245
O -2.0367 -0.7130 -0.1481
O 1.2213 1.7689 -0.2650
*
```

These are the Mulliken partial charges, in e, on atoms 1 to 2:
1. C -1.0558
2. C 0.2813



Entry 9:
# C6H6O2

C6H6O2 in the gas phase (ωB97M-V with the def2-TZVPD basis set, the OMol25 dataset).

Output
Max |F| in eV Å⁻¹: 3.4
Energy in eV: -10409.543
SMILES: CC(=O)[C@]12C=C[C@H]1O2
E_HOMO (alpha / beta) in eV: -8.28 / -8.28
Relative energy (zero: lowest compared OMol25 entry of this formula, charge and spin) in eV: 3.867

ORCA input file:
```
! wB97M-V def2-TZVPD RIJCOSX def2/J DEFGRID3
* xyz 0 1
C -1.0577 1.5136 1.2279
C 0.4691 -0.2246 0.1996
C 0.2085 1.1581 0.4831
C -0.5233 -1.2917 -0.8080
C 1.5194 -0.8777 -0.6288
C 0.7970 -1.7395 -1.3599
O -0.5650 -1.3044 0.5129
O 1.0883 1.9863 0.2639
H -1.4134 -1.0217 -1.3735
H 2.5584 -0.5940 -0.6521
H 1.0223 -2.4555 -2.1280
H -1.8787 0.8239 1.0411
H -0.8453 1.5178 2.2970
H -1.3797 2.5093 0.9248
*
```

These are the Mulliken partial charges, in e, on atoms 1 to 2:
1. C -1.0277
2. C 0.3013



Entry 10:
# C6H6O2

2 unconnected molecules or ions with the total composition C6H6O2 (ωB97M-V with the def2-TZVPD basis set, the OMol25 dataset).

Output
Max |F| in eV Å⁻¹: 4.2
Energy in eV: -10407.264
E_HOMO in eV: -8.66
Relative energy (zero: lowest compared OMol25 entry of this formula, charge and spin) in eV: 6.146

ORCA input file:
```
! wB97M-V def2-TZVPD RIJCOSX def2/J DEFGRID3
* xyz 0 1
C 2.0875 1.5981 0.1900
C -0.2609 0.5852 -0.2245
C -0.5622 -1.7236 -0.6192
C 2.2265 2.1941 -0.9474
C -0.9356 0.1083 0.9692
C -1.1609 -1.4700 0.6880
O -0.4522 -2.6902 -1.3360
O -0.1409 -0.3807 -1.1107
H 1.4101 1.8614 -1.6542
H 3.0418 2.7856 -1.2746
H -0.2975 0.2635 1.9010
H -1.8890 0.6607 1.0760
H -2.2990 -1.7158 0.7935
H -0.7678 -2.0767 1.5489
*
```

These are the Mulliken partial charges, in e, on atoms 1 to 2:
1. C -0.0443
2. C -0.2763



Question: Among the records above, which one has the highest max |F|?
Answer: number 8